Formula: C4H11NS
Source: OMol25
Level of theory: ωB97M-V/def2-TZVPD

Geometry as XYZ:
```
17
Properties=species:S:1:pos:R:3:forces:R:3:lowdin_charge:R:1
C 0.73720 1.93984 -0.24699 0.16 0.22 -0.79 -0.195
C 0.48673 1.44276 1.17818 -0.07 0.08 -0.49 -0.627
S -1.02906 0.43268 1.42748 0.46 -0.28 -1.22 0.574
H 1.29356 2.88299 -0.26366 -0.03 -0.03 0.27 0.064
H -0.14925 2.11887 -0.85939 -0.25 -0.05 0.37 0.064
H 1.35411 1.26165 -0.84254 -0.08 -0.23 0.21 0.046
H 0.39558 2.31837 1.81788 0.03 -0.21 0.26 0.047
H 1.36520 0.85947 1.45137 -0.07 0.08 0.41 0.051
C 0.33391 -1.11207 -2.36526 -0.52 -0.15 -0.18 -0.115
C 0.43035 -2.19845 -0.33853 -0.17 1.69 0.03 -0.027
N -0.06114 -1.19306 -0.94730 0.97 -1.36 -0.87 -0.140
H -0.19711 -0.31449 -2.87843 0.06 0.16 0.15 0.073
H 0.05850 -2.04258 -2.86780 0.06 0.01 -0.03 0.078
H 1.40903 -0.97264 -2.47987 -0.02 0.13 0.11 0.080
H 1.12356 -2.86478 -0.84463 -0.07 -0.40 0.18 0.087
H 0.24884 -2.20230 0.73180 -0.01 -0.57 0.08 0.064
H -0.80897 -0.29713 0.16904 -0.44 0.91 1.50 -0.125
```
Positions in Å, forces in eV/Å.

Results
HOMO-LUMO gap, eV: 8.77
Lowest unoccupied orbital energy, Ha: 0.024
HOMO energy, eV: -8.11
Max |F|, eV/Å: 1.878

=====

Formula: C4H11NS
Source: OMol25
Level of theory: ωB97M-V/def2-TZVPD

Geometry as XYZ:
```
17
Properties=species:S:1:pos:R:3:forces:R:3:lowdin_charge:R:1
C -0.09172 -2.27774 1.11747 -0.33 -0.70 0.62 -0.091
C 0.63800 -1.63533 -0.04583 1.77 3.28 -0.65 -0.418
C 0.83916 -0.06781 0.38819 0.38 -0.04 -1.63 -0.260
C -0.18615 0.75817 -0.36951 0.87 -0.23 -3.56 -0.647
S -0.63308 2.44077 0.21530 0.65 -0.20 -0.03 0.632
N -0.00851 -1.62156 -1.38134 -2.77 -2.78 1.15 -0.028
H -1.05158 -1.74793 1.43112 1.23 -0.44 -0.70 0.098
H 0.56242 -2.33772 2.09466 -1.12 -0.09 -2.21 0.118
H -0.37155 -3.26318 0.70101 -0.02 -0.04 1.02 0.067
H 1.69856 -1.95838 -0.22137 -1.00 -0.49 0.76 0.129
H 0.87862 0.09349 1.44930 -0.44 -0.19 0.60 0.084
H 1.77033 0.37034 0.00527 0.34 -0.67 0.32 0.092
H 0.32144 0.79912 -1.55210 -1.67 0.47 3.30 0.133
H -1.05210 0.07177 -0.60225 0.25 1.58 0.66 0.069
H 0.59251 3.10634 0.23791 -0.89 -0.98 -0.15 -0.131
H 0.41502 -1.21260 -2.16086 1.07 0.53 -0.70 0.041
H -0.77058 -2.28641 -1.69998 1.68 0.99 1.21 0.112
```
Positions in Å, forces in eV/Å.

Results
HOMO-LUMO gap, eV: 9.44
Lowest unoccupied orbital energy, Ha: 0.035
HOMO energy, eV: -8.49
Max |F|, eV/Å: 4.090

=====

Formula: C4H11NS2
Source: OMol25
Level of theory: ωB97M-V/def2-TZVPD

Geometry as XYZ:
```
18
Properties=species:S:1:pos:R:3:forces:R:3:lowdin_charge:R:1
S 2.46884 1.21797 -0.85014 0.30 0.26 0.77 0.287
S 1.12958 -0.09209 -1.72225 -0.38 -0.21 0.62 0.421
C 0.42588 -0.93704 -0.28057 -0.74 -0.99 -0.08 -0.585
C -0.62881 -0.19043 0.55716 1.57 1.03 -1.15 -0.334
N -1.33935 -1.11006 1.39762 -0.56 0.30 -0.41 -0.066
C -2.53132 -0.61078 2.06955 -1.62 -1.15 0.83 -0.294
C -3.31906 0.44239 1.34079 0.30 2.00 -0.14 -0.116
H 1.90176 1.21558 0.38771 0.15 0.18 -0.57 -0.195
H -0.09037 -1.74939 -0.80774 -0.06 -0.07 0.24 0.065
H 1.11604 -1.42392 0.41763 0.50 0.19 -0.51 0.083
H -0.06477 0.58759 1.09579 -0.23 0.13 0.30 0.097
H -1.20560 0.36659 -0.18720 -0.57 -0.34 0.46 0.101
H -0.71321 -1.46066 2.09623 0.30 -0.31 0.21 0.107
H -2.37576 -0.28374 3.10467 0.52 0.42 -0.11 0.107
H -3.21372 -1.45618 2.25285 0.28 -0.17 -0.35 0.104
H -3.33882 0.38591 0.25587 0.09 -0.41 -0.06 0.070
H -4.34591 0.65494 1.64544 -0.03 -0.89 0.35 0.074
H -2.86163 1.41046 1.58482 0.20 0.04 -0.42 0.075
```
Positions in Å, forces in eV/Å.

Results
HOMO-LUMO gap, eV: 8.74
Lowest unoccupied orbital energy, Ha: 0.021
HOMO energy, eV: -8.17
Max |F|, eV/Å: 2.199

=====

Formula: C4H11NS2
Source: OMol25
Level of theory: ωB97M-V/def2-TZVPD

Geometry as XYZ:
```
18
Properties=species:S:1:pos:R:3:forces:R:3:lowdin_charge:R:1
N -1.77636 0.35942 -1.84799 -0.70 1.14 -1.11 0.004
C -0.81195 0.92665 -0.91913 -0.64 -0.30 1.55 -0.505
C -1.12697 2.36271 -0.44458 -2.67 0.41 0.00 -0.075
C -0.60508 -0.09022 0.30083 -2.47 -1.14 -3.41 -0.515
S 0.75955 -1.25219 0.07583 0.27 -0.01 0.26 0.516
S 1.90230 -1.17436 1.89040 -0.01 -0.33 -0.97 0.416
C 2.88723 -2.66872 1.51335 -0.21 -1.39 1.36 -0.530
H -2.68082 0.42456 -1.40461 -0.53 -0.15 -0.12 0.057
H -1.82838 1.00253 -2.69114 0.01 -1.12 1.30 0.103
H 0.00868 0.93060 -1.55083 2.43 0.28 -0.47 0.083
H -2.19728 2.48158 -0.04305 1.17 -0.75 -0.39 0.098
H -0.55817 2.80837 0.34117 1.00 -0.18 0.52 0.054
H -1.16998 3.11802 -1.23888 0.43 -0.43 -0.31 0.068
H -0.59389 0.43278 1.16441 0.76 1.67 2.92 0.014
H -1.61549 -0.64003 0.37334 1.57 0.34 -0.19 0.101
H 3.43123 -2.70364 0.57524 -0.46 0.40 -0.43 0.020
H 2.25482 -3.61892 1.64676 0.94 1.46 -0.30 0.057
H 3.72056 -2.69914 2.25890 -0.88 0.11 -0.22 0.034
```
Positions in Å, forces in eV/Å.

Results
HOMO-LUMO gap, eV: 8.52
Lowest unoccupied orbital energy, Ha: 0.024
HOMO energy, eV: -7.85
Max |F|, eV/Å: 4.366

=====

Formula: C4H11NS2
Source: OMol25
Level of theory: ωB97M-V/def2-TZVPD

Geometry as XYZ:
```
18
Properties=species:S:1:pos:R:3:forces:R:3:lowdin_charge:R:1
N 2.39277 -2.84552 -0.31660 0.17 0.12 0.88 -0.014
C 1.37279 -2.26084 -1.14566 -0.90 -0.72 -1.06 -0.405
C 0.25698 -1.51412 -0.40850 0.49 0.10 -0.26 -0.508
S 0.93289 0.07427 0.26174 0.11 -0.82 0.54 0.448
S -0.13729 1.65195 -0.36035 -0.80 -0.12 -0.02 0.452
C -1.56991 1.82219 0.79522 0.60 -0.04 0.51 -0.575
C -1.80677 3.34191 0.89590 -0.12 -1.04 0.65 -0.190
H 2.94249 -2.15252 0.18058 0.05 -0.18 -0.22 0.056
H 2.99579 -3.53750 -0.75350 -0.30 0.46 -0.07 0.072
H 0.83919 -3.08823 -1.63762 0.20 -0.05 0.07 0.109
H 1.73017 -1.65311 -1.98335 0.18 0.30 0.14 0.099
H -0.15749 -2.17034 0.35749 0.20 0.31 0.40 0.072
H -0.56069 -1.33397 -1.10508 0.12 0.39 -0.10 0.070
H -1.31427 1.43499 1.78748 0.53 0.19 -0.14 0.063
H -2.38023 1.14979 0.52866 -0.35 0.47 -0.70 0.060
H -2.68142 3.56243 1.49991 -0.34 -0.01 -0.13 0.066
H -0.96346 3.70872 1.47964 0.10 0.40 -0.40 0.067
H -1.89154 3.80989 -0.07596 0.06 0.23 -0.10 0.057
```
Positions in Å, forces in eV/Å.

Results
HOMO-LUMO gap, eV: 9.57
Lowest unoccupied orbital energy, Ha: 0.034
HOMO energy, eV: -8.64
Max |F|, eV/Å: 1.567

=====

Formula: C4H11O3
Source: OMol25
Level of theory: ωB97M-V/def2-TZVPD

Geometry as XYZ:
```
18
Properties=species:S:1:pos:R:3:forces:R:3:lowdin_charge:R:1
C 0.78613 -0.76345 -1.24898 0.08 0.95 -1.33 -0.213
C -0.46858 -1.22427 -0.52656 -0.12 0.03 0.14 -0.203
C -0.63380 -0.95490 1.02073 -0.31 -0.54 -0.07 -0.443
O 0.07176 0.05133 1.57209 0.91 0.86 -0.55 -0.327
C 1.01408 0.75308 -1.46474 0.51 -0.71 -0.97 -0.348
O 1.49731 1.35827 -0.32932 0.05 0.59 0.79 -0.110
H 1.74433 -1.12314 -0.87202 -0.16 -0.21 0.49 0.110
H 0.74742 -1.14332 -2.28328 -0.17 -0.27 0.12 0.091
H -0.56520 -2.29765 -0.74782 -0.10 -0.01 0.32 0.085
H -1.32683 -0.76768 -1.03725 0.13 0.14 -0.05 0.089
H -1.74200 -0.78688 1.11755 0.21 -0.31 0.21 0.085
H -0.40089 -1.91842 1.55225 -0.24 0.12 -0.28 0.082
H 0.20420 1.30776 -1.97937 -0.64 -0.35 0.68 0.101
H 1.77000 0.82717 -2.27531 0.29 -0.10 0.45 0.094
H 1.02484 0.93259 0.45326 -0.13 -0.02 0.00 0.050
H -0.54940 1.48301 2.29560 -0.71 -0.54 -0.27 -0.006
H -1.93746 2.17725 2.06650 -0.51 -0.15 -0.87 -0.017
O -1.23591 2.08926 2.68665 0.92 0.49 1.18 -0.119
```
Positions in Å, forces in eV/Å.

Results
HOMO-LUMO gap, eV: 7.70
Lowest unoccupied orbital energy, Ha: 0.151
Net charge: -1
HOMO energy, eV: -3.60
Max |F|, eV/Å: 1.636

=====

Formula: C4H11O3Pt
Source: OMol25
Level of theory: ωB97M-V/def2-TZVPD

Geometry as XYZ:
```
19
Properties=species:S:1:pos:R:3:forces:R:3:lowdin_charge:R:1
C -2.38123 1.25662 0.01790 -3.04 1.72 -0.12 -0.057
O -0.52991 0.62162 -0.03185 -1.21 -2.47 -0.59 -0.605
C -0.40034 -0.74912 0.21705 -0.23 0.46 0.19 -0.352
C 0.93120 -1.25708 -0.29428 -0.15 -0.51 -0.26 -0.246
O 1.93429 -0.39042 0.21617 0.83 -2.03 0.30 -0.489
C 3.25499 -0.78103 -0.10326 0.24 0.08 -0.11 -0.140
Pt 1.19547 1.54011 0.15571 1.84 3.77 0.24 0.318
H -2.00243 2.19679 -0.41069 0.17 -0.78 0.63 0.071
H -2.66025 0.52218 -0.75195 0.48 0.09 0.88 0.077
H -2.36817 1.06995 1.10481 0.35 -0.12 -1.08 0.087
H -1.19468 -1.34548 -0.27005 0.02 0.16 -0.04 0.113
H -0.48183 -0.95219 1.30315 0.13 -0.09 -0.10 0.113
H 0.96152 -1.24074 -1.39767 0.00 0.10 0.22 0.125
H 1.11471 -2.28954 0.04563 0.05 0.13 0.01 0.121
H 3.92896 -0.01072 0.29006 -0.29 -0.18 -0.14 0.073
H 3.48843 -1.74987 0.36348 -0.09 0.09 -0.07 0.084
H 3.38638 -0.86082 -1.19404 -0.03 0.06 0.21 0.088
O -4.08458 1.83817 0.06571 0.80 -0.53 -0.20 -0.342
H -4.09253 2.58157 0.67410 0.13 0.05 0.05 -0.040
```
Positions in Å, forces in eV/Å.

Results
HOMO-LUMO gap (alpha / beta), eV: 4.77 / 6.48
Lowest unoccupied orbital energy (alpha / beta), Ha: 0.119 / 0.117
Net charge: -1
HOMO energy (alpha / beta), eV: -1.53 / -3.31
Spin multiplicity: 3
Max |F|, eV/Å: 4.200

=====

Formula: C4H11O4
Source: OMol25
Level of theory: ωB97M-V/def2-TZVPD

Geometry as XYZ:
```
19
Properties=species:S:1:pos:R:3:forces:R:3:lowdin_charge:R:1
O 1.60752 -2.65052 -2.97730 -0.12 -0.84 -0.72 0.002
C 1.48162 -1.78942 -2.15043 0.24 0.09 0.02 -0.273
C 0.13564 -1.44055 -1.51331 1.71 0.73 -2.14 -0.188
C 0.16221 -0.07405 -0.89303 -5.15 0.88 -0.17 -0.165
C -0.93197 -0.11448 0.37777 1.75 2.10 -2.18 -0.386
O -0.62177 0.77565 1.31328 0.18 0.99 1.03 -0.307
H 2.44799 -1.24219 -1.93306 -0.99 0.20 0.59 0.127
H -0.05403 -2.10011 -0.72633 -0.06 -1.57 1.31 0.079
H -0.62132 -1.70631 -2.30219 0.52 0.77 0.73 0.136
H 0.99302 0.31043 -0.42275 2.43 0.10 0.83 0.066
H -0.22238 0.74962 -1.56295 0.48 -0.86 0.40 0.114
H -1.91038 0.05445 -0.11682 -0.25 -0.47 0.25 0.098
H -0.77653 -1.04382 0.81731 -0.39 -2.65 0.30 0.063
H -2.59806 2.50939 1.03116 1.48 1.05 0.19 0.023
H -1.13893 2.13273 1.15773 0.30 -0.49 0.13 -0.065
O -1.70984 2.96659 1.11237 -2.23 0.03 -0.36 -0.191
H 0.64460 0.67048 2.48296 -0.47 -0.13 -0.88 -0.012
H 1.58176 1.36497 3.41042 0.30 3.09 2.16 -0.049
O 1.53085 0.62714 2.89517 0.26 -3.03 -1.50 -0.073
```
Positions in Å, forces in eV/Å.

Results
HOMO-LUMO gap, eV: 7.58
Lowest unoccupied orbital energy, Ha: 0.134
Net charge: -1
HOMO energy, eV: -3.93
Max |F|, eV/Å: 5.225

=====

Formula: C4H11P
Source: OMol25
Level of theory: ωB97M-V/def2-TZVPD

Geometry as XYZ:
```
16
Properties=species:S:1:pos:R:3:forces:R:3:lowdin_charge:R:1
C 0.47169 2.36301 -0.49736 -0.14 0.16 1.27 -0.136
C -0.22620 0.93021 -0.48217 -1.15 -1.16 -0.07 -0.287
C 0.26459 -2.39471 -0.47304 -0.94 -1.04 2.75 -0.358
C -0.50117 0.07226 0.89096 0.61 -0.26 -2.01 -0.378
P -1.01027 -1.91847 0.84416 0.74 2.43 0.13 0.787
H -0.17891 3.05627 0.07550 0.26 -0.38 -0.12 0.056
H 0.44643 2.80468 -1.51957 0.32 -0.69 0.55 0.063
H 1.50948 2.51566 -0.01420 -1.48 -0.80 -0.96 0.085
H 0.33863 0.20682 -1.17662 -0.93 1.42 0.77 0.078
H -1.28412 1.11189 -0.84664 1.34 -0.27 -0.31 0.098
H 0.09244 -1.52857 -1.08229 0.54 -0.49 -1.11 -0.032
H 1.15474 -2.38987 0.14499 0.68 0.26 -0.74 0.016
H 0.05347 -3.43922 -0.77053 0.11 0.95 -0.59 0.027
H -1.35981 0.39083 1.48425 0.62 0.75 0.15 0.028
H 0.49165 0.10206 1.33048 -0.33 -0.08 0.97 0.037
H -0.26261 -1.88284 2.09208 -0.24 -0.80 -0.69 -0.083
```
Positions in Å, forces in eV/Å.

Results
HOMO-LUMO gap, eV: 10.05
Lowest unoccupied orbital energy, Ha: 0.040
HOMO energy, eV: -8.96
Max |F|, eV/Å: 3.086

=====

Formula: C4H11P3
Source: OMol25
Level of theory: ωB97M-V/def2-TZVPD

Geometry as XYZ:
```
18
Properties=species:S:1:pos:R:3:forces:R:3:lowdin_charge:R:1
C 2.03199 -0.50013 -0.16100 -1.96 2.37 0.14 -0.718
C 2.95625 -1.46555 -0.85104 0.33 0.81 0.09 -0.265
C -2.52809 1.50779 0.86887 -1.33 -0.55 0.08 -0.373
C -1.04192 -0.77158 -0.03834 0.03 -0.87 -0.28 -0.817
P 2.52632 0.34144 1.23143 0.11 -0.68 -0.84 0.732
P -0.03727 0.10313 -1.28656 2.80 -0.10 1.14 0.813
P -2.75065 -0.14252 0.14621 -0.75 -1.76 1.77 0.749
H 2.81741 -1.29556 -1.91392 -0.06 -0.51 -0.27 0.049
H 4.01123 -1.14940 -0.65916 -0.69 -0.59 0.14 0.063
H 2.77924 -2.51122 -0.56403 0.07 0.29 -0.25 0.070
H -2.28847 1.27453 1.89419 0.95 0.60 0.40 0.018
H -3.58767 1.85379 0.98757 0.97 0.31 -0.58 0.041
H -1.86681 2.10114 0.23144 -0.21 0.36 0.88 0.006
H -0.97902 -1.86453 -0.38150 -0.37 1.47 0.76 0.055
H -0.74023 -0.67779 0.98716 1.02 -0.28 0.47 -0.005
H 1.55976 1.36131 1.52332 -0.32 -0.49 -0.47 -0.176
H -0.10767 1.55419 -0.93860 0.16 -1.42 0.26 -0.099
H -2.75439 0.28097 -1.07604 -0.76 1.05 -3.45 -0.143
```
Positions in Å, forces in eV/Å.

Results
HOMO-LUMO gap, eV: 8.32
Lowest unoccupied orbital energy, Ha: 0.001
HOMO energy, eV: -8.29
Max |F|, eV/Å: 3.683

=====

For reference, relative energy (zero: lowest compared OMol25 entry of this formula, charge and spin) by record: 152.8; 195.4; 118.3; 129.5; 47.4; 57.4; 42.2; 247.4; 155.4; 235.8 kJ/mol.